(1)
Molecular formula: C18H45N3NaO10SSn3
Method: DFT, ωB97M-V/def2-TZVPD

The geometry in XYZ format:
```
81
Properties=species:S:1:pos:R:3:mulliken_spin:R:1
Sn 0.4148 -1.5046 -3.2896 0.045
Sn 0.1186 -3.3799 1.5911 -0.001
Sn -1.4296 3.2141 -1.0705 0.964
Na -3.6315 -1.2822 -0.7472 0.000
S -0.7138 -0.3219 -0.0688 0.033
O -1.3984 -0.8837 1.0558 -0.001
O -1.5397 -0.2680 -1.2605 -0.012
O -0.2003 0.9859 0.3159 -0.050
O 0.3634 -1.2073 -0.4497 -0.011
C -1.2985 -4.1041 5.6557 0.000
O -0.8771 -3.1779 4.5665 0.000
C -0.5278 -1.8965 5.1660 0.000
C -0.8144 -0.6592 4.2678 0.000
N 0.1947 -0.6398 3.2504 0.000
C 1.4990 -0.1457 3.5164 0.000
C 2.5485 -0.5554 2.4698 0.001
O 2.9210 -1.8404 2.6737 0.000
C 3.8676 -2.3558 1.7636 0.000
H -2.0679 -3.6720 6.2955 0.000
H -0.3845 -4.3761 6.1837 0.000
H -1.5549 -5.0186 5.1208 0.000
H 0.4908 -1.8264 5.5476 0.000
H -1.1290 -1.6376 6.0376 0.000
H -0.7293 0.3051 4.7688 0.000
H -1.8319 -0.6702 3.8772 0.000
H -0.1032 -0.1310 2.4303 -0.001
H 1.8551 -0.5439 4.4665 0.000
H 1.5859 0.9393 3.4601 0.000
H 3.4077 0.1003 2.6108 0.000
H 2.0700 -0.4305 1.4984 -0.001
H 4.7945 -1.7918 1.8685 0.000
H 3.5461 -2.1892 0.7355 0.000
H 4.0448 -3.4175 1.9352 0.000
C 2.3601 1.4089 -1.6052 -0.064
O 2.6606 0.0492 -1.8908 0.000
C 4.1232 -0.3346 -1.9477 -0.002
C 4.2069 -0.6118 -3.3782 0.002
N 3.5269 -1.9100 -3.7281 0.001
C 3.8566 -2.3955 -5.1678 0.000
C 3.2242 -1.4294 -6.1522 0.000
O 1.8303 -1.7059 -6.2812 0.001
C 1.1607 -1.1347 -7.5148 0.000
H 2.7256 1.6784 -0.6143 0.002
H 1.3188 1.7044 -1.7342 0.079
H 2.9181 1.9573 -2.3641 -0.003
H 4.1541 -1.1018 -1.1740 0.000
H 4.7584 0.4448 -1.5267 -0.001
H 5.2674 -0.6630 -3.6250 0.000
H 3.9278 0.3837 -3.7235 0.000
H 3.8116 -2.5759 -3.0240 0.000
H 3.6096 -3.4486 -5.3021 0.000
H 4.9251 -2.2254 -5.2996 0.000
H 3.6598 -1.4928 -7.1494 0.000
H 3.3202 -0.3630 -5.9480 0.000
H 0.0778 -1.2592 -7.5238 0.000
H 1.5279 -1.6902 -8.3777 0.000
H 1.4143 -0.0780 -7.5999 0.000
C -4.6104 2.7896 -3.6150 -0.005
O -4.1611 2.3629 -2.3450 -0.014
C -5.2085 2.3518 -1.3477 -0.001
C -4.9210 1.6275 -0.0874 0.016
N -4.0045 2.4156 0.7323 -0.010
C -3.2904 1.8037 1.8970 -0.012
C -2.5229 2.8472 2.6460 0.002
O -2.0766 2.4270 3.9787 -0.001
C -1.2261 3.3734 4.6618 0.001
H -3.8075 2.7752 -4.3520 0.005
H -5.2257 3.6878 -3.5619 -0.002
H -5.2916 2.0634 -4.0586 0.000
H -6.1453 1.9600 -1.7439 -0.002
H -5.3168 3.4196 -1.1572 0.002
H -4.5247 0.6954 -0.4903 -0.002
H -5.8206 1.2681 0.4124 0.001
H -4.5195 3.2139 1.0752 0.004
H -2.7594 0.9103 1.5685 -0.002
H -4.0823 1.5015 2.5824 0.002
H -3.2626 3.6187 2.8597 -0.005
H -1.7531 3.3357 2.0487 0.042
H -1.0812 2.7835 5.5669 0.000
H -1.9278 4.1659 4.9219 -0.001
H -0.3172 3.7783 4.2166 -0.001
```

2S+1: 2
Electronic energy in a.u.: -2831.1982
Charge: +4
HOMO level (spin up / spin down) in eV: -16.519 / -18.041
Orbital gap (spin up / spin down) in hartree: 0.12097 / 0.17859
LUMO (spin up / spin down) in eV: -13.227 / -13.181

=====

(2)
Molecular formula: C18H46N2O6S2
Method: DFT, ωB97M-V/def2-TZVPD

The geometry in XYZ format:
```
74
Properties=species:S:1:pos:R:3:lowdin_charge:R:1
C -0.5092 2.3980 -1.1987 -0.044
C -0.6628 3.2897 -2.4212 -0.276
O -1.3904 2.7461 -3.5224 -0.264
S -0.5829 2.0814 -4.7873 0.639
C -0.7377 0.3290 -4.4254 -0.110
O -1.4407 2.3835 -5.9079 -0.285
O 0.8085 2.4781 -4.7014 -0.290
H -0.0330 1.4422 -1.4346 0.065
H -1.4978 2.1738 -0.8016 0.063
H 0.1307 2.9006 -0.4772 0.061
H -1.3464 4.0940 -2.1227 0.122
H 0.2356 3.8443 -2.6916 0.115
H -0.4963 -0.2635 -5.3005 0.074
H -1.7996 0.1906 -4.1995 0.060
H -0.2848 0.0413 -3.4784 0.039
C 0.3594 -1.6518 3.1631 -0.046
C 0.1924 -2.5011 1.9175 -0.288
O 0.3146 -1.6236 0.7949 -0.277
S 1.1474 -2.0699 -0.5335 0.611
C 0.3487 -3.6463 -0.8950 -0.109
O 0.8458 -1.1463 -1.5900 -0.282
O 2.4910 -2.3998 -0.1327 -0.276
H -0.5085 -1.0079 3.2993 0.081
H 1.2456 -1.0337 3.0060 0.068
H 0.5580 -2.2092 4.0771 0.084
H 0.9496 -3.2905 1.9264 0.117
H -0.7774 -2.9950 1.8359 0.105
H 0.5099 -4.2433 0.0056 0.056
H 0.9427 -4.1410 -1.6598 0.075
H -0.7221 -3.6168 -1.0692 0.066
C -5.5518 -1.9591 -2.4529 -0.099
C -4.4845 -2.3831 -1.4384 -0.249
N -4.1574 -1.3638 -0.4499 -0.164
C -3.4984 -1.9293 0.7430 -0.265
C -4.3831 -2.9496 1.4635 -0.089
C -3.2255 -0.3529 -0.9771 -0.239
C -4.0544 0.7797 -1.6275 -0.073
H -6.3426 -1.3316 -2.0404 0.079
H -5.9948 -2.8675 -2.8695 0.070
H -5.1722 -1.4322 -3.3321 0.063
H -4.8753 -3.3071 -1.0255 0.096
H -3.5970 -2.5842 -2.0597 0.111
H -2.4937 -2.3638 0.6262 0.089
H -3.3374 -1.1051 1.4405 0.113
H -4.6583 -3.8137 0.8616 0.054
H -4.0360 -3.1907 2.4649 0.069
H -5.3518 -2.4453 1.5777 0.082
H -2.5429 -0.7783 -1.7232 0.108
H -2.7737 0.2077 -0.1638 0.100
H -4.8111 0.4171 -2.3154 0.046
H -3.4875 1.5657 -2.1355 0.056
H -4.4862 1.3151 -0.7781 0.079
C 5.0893 -0.6923 2.2961 -0.084
C 4.1050 0.4004 1.9102 -0.271
N 4.2266 1.6359 2.6745 -0.197
C 5.4014 2.3748 2.2677 -0.274
C 5.7389 3.5242 3.2634 -0.079
C 2.9754 2.3838 2.6899 -0.241
C 2.4981 2.7624 1.2766 -0.082
H 5.6552 -1.0228 1.4215 0.072
H 4.6506 -1.6201 2.6708 0.063
H 5.8092 -0.3557 3.0424 0.067
H 4.3114 0.6401 0.8525 0.114
H 3.1018 -0.0250 1.8216 0.092
H 6.2520 1.6928 2.3395 0.101
H 5.4848 2.7471 1.2359 0.113
H 5.2934 4.4479 2.9007 0.064
H 5.4577 3.1371 4.2386 0.076
H 6.8177 3.6789 3.2228 0.064
H 3.0511 3.2645 3.3334 0.105
H 2.2363 1.7806 3.2211 0.109
H 1.5782 3.3618 1.3172 0.062
H 2.0867 1.8510 0.8384 0.059
H 3.2044 3.3518 0.7016 0.075
```

SMILES string: CCOS(C)(=O)=O.CCOS(C)(=O)=O.CCN(CC)CC.CCN(CC)CC
Electronic energy in a.u.: -2070.6342
HOMO level in eV: -8.281
Orbital gap in hartree: 0.31431
LUMO in eV: 0.272

=====

(3)
Molecular formula: C18H46N7O4
Method: DFT, ωB97M-V/def2-TZVPD

The geometry in XYZ format:
```
75
Properties=species:S:1:pos:R:3:lowdin_charge:R:1
C -1.7093 1.6339 2.8502 -0.094
O -2.5891 2.3425 1.9916 -0.169
C -1.9516 2.9052 0.8833 -0.251
C -1.7754 1.8779 -0.2370 -0.132
C -0.8576 2.3124 -1.3735 -0.090
N 0.3997 2.9248 -0.9188 -0.056
C 1.5545 2.3845 -0.5407 -0.051
N 2.4417 3.2959 -0.1677 0.180
C 1.8140 4.4710 -0.2937 -0.392
N 2.3371 5.6687 -0.0199 0.205
N 0.5559 4.2647 -0.7352 0.190
H -2.3112 1.0738 3.5580 0.087
H -1.0553 2.3309 3.3872 0.093
H -1.0939 0.9088 2.3078 0.067
H -0.9857 3.3418 1.1832 0.110
H -2.5942 3.7215 0.5385 0.133
H -1.4266 0.9294 0.1744 0.114
H -2.7535 1.6821 -0.6786 0.132
H -0.5618 1.4582 -1.9799 0.137
H -1.3313 3.0340 -2.0417 0.137
H 1.7326 1.3207 -0.5817 0.160
H 3.0308 5.7247 0.7075 0.130
H 2.1337 6.4967 -0.5544 0.126
H -0.1944 4.9179 -0.9059 0.194
C -1.4648 -2.6195 5.3275 -0.066
C -2.0940 -2.9385 3.9769 -0.425
C -1.6575 -4.2702 3.3638 -0.208
O -0.3377 -4.2715 2.8409 -0.195
C 0.6905 -4.5193 3.7793 -0.109
N -1.8664 -1.8112 3.0617 0.040
H -0.4336 -2.2808 5.2156 0.064
H -2.0183 -1.8206 5.8201 0.075
H -1.4670 -3.4922 5.9822 0.081
H -3.1760 -3.0179 4.1225 0.139
H -2.3117 -4.4911 2.5187 0.093
H -1.7737 -5.0856 4.0905 0.123
H 0.3703 -5.2462 4.5325 0.092
H 1.0170 -3.6100 4.2908 0.073
H 1.5374 -4.9329 3.2330 0.087
H -2.4032 -1.9645 2.2126 0.074
H -0.8927 -1.8577 2.7697 0.068
C 6.5773 5.1951 -4.1434 -0.061
C 5.3411 4.8821 -3.3106 -0.438
C 4.0722 5.6291 -3.7427 -0.219
O 4.0021 6.9820 -3.3393 -0.206
C 4.6735 7.9032 -4.1853 -0.093
N 5.6503 5.0871 -1.8955 0.046
H 7.0043 6.1608 -3.8695 0.070
H 7.3431 4.4416 -3.9677 0.080
H 6.3475 5.2122 -5.2098 0.082
H 5.1070 3.8197 -3.4427 0.135
H 3.2191 5.1451 -3.2510 0.103
H 3.9201 5.5434 -4.8265 0.122
H 4.5792 7.6098 -5.2348 0.093
H 5.7331 7.9897 -3.9371 0.079
H 4.2013 8.8739 -4.0467 0.089
H 4.8583 4.7848 -1.3361 0.041
H 5.7386 6.0859 -1.7310 0.072
C -2.9161 -5.2888 -0.9283 -0.067
C -2.9087 -6.4597 0.0480 -0.433
C -3.2806 -7.8055 -0.5807 -0.208
O -4.6547 -7.9531 -0.8763 -0.184
C -5.0737 -7.4354 -2.1229 -0.106
N -3.7477 -6.1238 1.2011 0.038
H -3.9337 -4.9577 -1.1408 0.066
H -2.3799 -4.4440 -0.4946 0.067
H -2.4376 -5.5537 -1.8728 0.079
H -1.8844 -6.5738 0.4199 0.136
H -3.0520 -8.5930 0.1416 0.124
H -2.6778 -7.9911 -1.4798 0.121
H -4.3060 -7.5839 -2.8897 0.090
H -5.3166 -6.3709 -2.0706 0.073
H -5.9699 -7.9805 -2.4147 0.089
H -3.6343 -6.8322 1.9197 0.079
H -4.7223 -6.1910 0.9195 0.076
```

Electronic energy in a.u.: -1397.3645
Charge: +1
HOMO level in eV: -10.640
Orbital gap in hartree: 0.27593
LUMO in eV: -3.131

=====

> Look up the electronic energy of the second one.

-2070.6342 a.u.

=====

> Among the records above, which one has the highest electronic energy?

C18H46N7O4